# 1
DFT (ωB97M-V/def2-TZVPD) results for a structure of composition C40H24Cl9N2O2P2S2W.

Each line ends with the Mulliken charge.
Element x y z (Å)
W -1.591 -0.100 0.143  -0.37
S -1.512 1.776 -1.693  -0.63
P 0.452 1.226 -1.641  1.13
C 0.546 0.311 -0.188  -1.78
P 0.692 1.221 1.285  1.59
S -1.148 2.077 1.458  -0.53
C 0.962 0.068 2.647  0.50
C 1.583 -1.154 2.409  0.10
C 1.786 -2.040 3.458  -0.65
C 1.362 -1.710 4.737  -0.54
C 0.742 -0.488 4.975  -0.99
C 0.543 0.402 3.934  -0.73
C 2.010 2.440 1.390  1.24
C 1.744 3.795 1.225  -0.19
C 2.776 4.713 1.332  -0.75
C 4.066 4.279 1.601  -0.56
C 4.331 2.926 1.767  -0.76
C 3.303 2.003 1.669  -0.67
C 0.923 0.182 -3.040  0.83
C 1.792 -0.881 -2.833  -0.36
C 2.248 -1.620 -3.914  -0.79
C 1.823 -1.308 -5.197  -0.60
C 0.950 -0.245 -5.404  -0.75
C 0.507 0.508 -4.329  -0.47
C 1.533 2.659 -1.849  1.10
C 2.912 2.480 -1.775  -0.53
C 3.757 3.554 -1.981  -0.70
C 3.232 4.805 -2.284  -0.61
C 1.861 4.983 -2.370  -0.78
C 1.006 3.912 -2.146  -0.20
H 1.875 -1.415 1.398  0.34
H 2.260 -2.996 3.271  0.50
H 1.509 -2.407 5.552  0.48
H 0.405 -0.236 5.972  0.45
H 0.035 1.343 4.114  0.45
H 0.736 4.127 1.013  0.26
H 2.571 5.768 1.208  0.44
H 4.870 4.998 1.689  0.44
H 5.336 2.591 1.988  0.44
H 3.506 0.949 1.821  0.40
H 2.099 -1.124 -1.822  0.41
H 2.931 -2.444 -3.753  0.46
H 2.177 -1.886 -6.040  0.42
H 0.629 0.006 -6.407  0.46
H -0.161 1.346 -4.492  0.48
H 3.325 1.501 -1.556  0.40
H 4.828 3.416 -1.913  0.46
H 3.898 5.640 -2.454  0.44
H 1.452 5.956 -2.608  0.44
H -0.066 4.057 -2.191  0.44
Cl -3.896 1.291 0.236  -0.17
C -4.539 -0.333 0.266  1.14
C -3.555 -1.271 0.033  -1.38
C -3.994 -2.594 0.004  0.91
Cl -2.925 -3.893 -0.372  -0.15
C -5.334 -2.913 0.253  -0.13
Cl -5.847 -4.550 0.240  -0.17
C -6.274 -1.912 0.510  0.72
Cl -7.910 -2.305 0.817  -0.16
C -5.876 -0.577 0.506  -0.15
Cl -6.967 0.707 0.785  -0.19
Cl -0.545 -5.670 3.928  -0.17
C -1.050 -4.130 3.369  0.64
C -1.821 -3.298 4.216  0.65
Cl -2.252 -3.847 5.781  -0.17
C -2.213 -2.036 3.807  0.10
Cl -3.114 -0.970 4.789  -0.16
C -1.825 -1.623 2.530  0.44
O -2.014 -0.422 2.007  -0.52
C -1.089 -2.446 1.686  -0.50
O -0.796 -1.868 0.541  0.10
C -0.677 -3.713 2.105  0.16
Cl 0.287 -4.659 1.055  -0.16
N -2.214 -1.821 -3.822  0.07
C -1.256 -2.703 -3.390  -1.18
C -0.886 -2.272 -2.161  -0.39
N -1.586 -1.118 -1.855  1.00
C -2.384 -0.886 -2.887  -1.06
H -2.695 -1.845 -4.705  0.24
H -0.934 -3.540 -3.983  0.45
H -0.165 -2.684 -1.481  0.50
H -3.064 -0.060 -2.988  0.52

Results
- LUMO energy (eV) = -4.5
- spin multiplicity = 1
- net charge = +1

# 2
DFT (ωB97M-V/def2-TZVPD) results for a structure of composition C40H26BrF15GeN6O4ReS2.

Each line ends with the Mulliken spin population.
Element x y z (Å)
Re 0.054 -0.679 0.659  1.08
O -2.037 4.363 -0.269  0.00
C -3.077 3.513 -0.499  0.00
C -4.263 3.939 -1.083  0.00
C -5.296 3.043 -1.283  0.00
C -5.156 1.715 -0.907  0.00
C -3.970 1.274 -0.344  0.00
C -2.927 2.167 -0.146  -0.01
C -1.599 1.714 0.438  0.00
O -1.132 0.546 -0.079  -0.23
N -1.700 1.624 1.879  -0.02
N -1.105 0.654 2.558  0.02
C -1.176 0.704 3.850  0.03
C -0.820 -0.315 4.783  -0.01
Br -1.164 -2.127 4.251  0.00
C -0.465 -0.095 6.076  0.01
C -0.179 1.173 6.687  0.00
C -0.296 1.269 8.087  0.00
C -0.134 2.477 8.727  0.00
C 0.177 3.619 8.001  0.00
C 0.364 3.529 6.626  0.00
C 0.200 2.325 5.977  0.00
H -2.260 5.250 -0.591  0.00
H -4.363 4.974 -1.377  0.00
H -6.210 3.388 -1.739  0.00
H -5.969 1.024 -1.050  0.00
H -3.840 0.235 -0.073  0.00
H -0.865 2.519 0.214  -0.01
H -2.265 2.314 2.362  0.00
H -1.635 1.587 4.306  0.00
H -0.410 -0.956 6.729  0.00
H -0.543 0.390 8.659  0.00
H -0.249 2.539 9.797  0.00
H 0.309 4.563 8.506  0.00
H 0.655 4.408 6.070  0.00
H 0.416 2.253 4.920  0.00
N 4.663 0.180 -0.488  0.00
C 4.515 -1.281 -0.288  0.00
C 3.000 -1.587 -0.065  -0.02
O 2.556 -2.680 -0.310  0.01
O 2.372 -0.567 0.396  0.03
H 3.716 0.554 -0.222  0.00
H 5.389 0.601 0.100  0.00
H 4.870 0.413 -1.469  0.00
H 5.062 -1.621 0.593  0.00
H 4.869 -1.856 -1.142  0.00
C -0.270 -6.257 1.293  0.00
C 0.871 -5.802 2.194  0.00
C 1.020 -4.338 2.257  0.00
N 0.435 -3.441 1.573  0.00
N 0.806 -2.179 1.836  0.03
C 1.713 -2.105 2.818  0.00
N 2.201 -0.951 3.294  0.01
S 2.185 -3.640 3.420  0.00
H -0.295 -7.344 1.265  0.00
H -0.127 -5.880 0.285  0.00
H -1.224 -5.895 1.664  0.00
H 1.816 -6.222 1.831  0.00
H 0.726 -6.174 3.213  0.00
H 1.954 -0.088 2.834  0.01
H 2.907 -0.958 4.010  0.00
F 2.887 0.566 -2.704  0.00
C 2.764 -0.638 -3.300  0.00
C 1.527 -1.227 -3.415  0.00
C 1.500 -2.484 -4.000  0.00
F 0.314 -3.098 -4.088  0.00
C 2.632 -3.124 -4.484  0.00
F 2.541 -4.319 -5.042  0.00
C 3.875 -2.499 -4.352  0.00
F 4.981 -3.086 -4.772  0.00
C 3.928 -1.256 -3.735  0.00
F 5.101 -0.642 -3.485  0.00
Ge -0.283 -0.573 -2.816  0.10
S -0.539 -2.049 -1.153  -0.05
C -1.235 -0.868 -4.529  0.00
C -0.633 -0.328 -5.649  0.00
F 0.502 0.379 -5.449  0.00
C -1.161 -0.478 -6.920  0.00
F -0.556 0.061 -7.970  0.00
C -2.346 -1.203 -7.069  0.00
F -2.865 -1.365 -8.273  0.00
C -2.983 -1.742 -5.948  0.00
F -4.118 -2.411 -6.087  0.00
C -2.415 -1.563 -4.689  0.00
F -2.992 -2.047 -3.587  0.00
C -0.304 1.445 -2.622  0.00
C 0.578 2.137 -1.817  -0.01
F 1.360 1.443 -0.956  0.01
C 0.646 3.522 -1.791  0.00
F 1.519 4.122 -0.979  0.00
C -0.228 4.262 -2.581  0.00
F -0.195 5.585 -2.546  0.00
C -1.180 3.596 -3.354  0.00
F -2.064 4.293 -4.057  0.00
C -1.207 2.205 -3.351  0.01
F -2.157 1.580 -4.050  0.00

Results
- LUMO energy (spin up / spin down) (eV) = -7.8 / -7.3
- spin multiplicity = 2
- net charge = +2

# 3
DFT (ωB97M-V/def2-TZVPD) results for a structure of composition C40H26Cl4O4PdS2.

Each line ends with the Mulliken charge.
Element x y z (Å)
Pd -0.347 2.222 0.016  -0.56
C 5.917 -3.309 -1.578  -1.51
C 4.921 -2.185 -1.457  1.03
C 4.977 -1.281 -0.399  -0.94
C 4.035 -0.269 -0.272  -0.54
C 3.014 -0.161 -1.205  0.70
C 2.949 -1.046 -2.269  -0.22
C 3.900 -2.048 -2.391  -0.50
S 1.772 1.166 -1.126  0.27
O 0.815 0.753 -2.208  -0.58
C 1.137 0.833 0.569  -1.33
C 1.845 1.631 1.537  0.18
C 1.846 1.295 2.848  -0.78
C 1.188 0.121 3.303  0.64
C 1.161 -0.224 4.672  -1.10
C 0.517 -1.349 5.112  -0.71
C -0.146 -2.176 4.177  -0.74
C -0.145 -1.863 2.847  -0.81
C 0.532 -0.712 2.359  1.02
C 0.553 -0.382 0.984  0.66
C -0.012 -1.285 -0.050  -0.10
C 0.673 -2.472 -0.450  1.16
C 1.785 -2.975 0.276  -0.49
C 2.417 -4.119 -0.110  -0.93
C 1.989 -4.824 -1.261  -0.68
C 0.941 -4.353 -1.994  -1.04
C 0.254 -3.170 -1.610  1.10
C -0.815 -2.652 -2.376  -1.45
C -1.495 -1.548 -1.959  -0.63
C -1.129 -0.912 -0.757  0.47
S -2.044 0.479 -0.026  1.81
O -2.380 0.007 1.350  -0.78
C -3.580 0.283 -0.965  -0.78
C -4.490 -0.691 -0.591  -0.18
C -5.686 -0.806 -1.286  -0.84
C -5.984 0.053 -2.343  1.18
C -7.287 -0.059 -3.092  -1.41
C -5.060 1.037 -2.685  -0.76
C -3.862 1.160 -1.996  -0.03
H 6.634 -3.290 -0.757  0.36
H 6.474 -3.249 -2.516  0.37
H 5.408 -4.277 -1.561  0.26
H 5.761 -1.378 0.344  0.27
H 4.078 0.419 0.566  0.47
H 2.132 -0.941 -2.973  0.45
H 3.833 -2.755 -3.212  0.34
H 2.303 2.552 1.199  0.29
H 2.303 1.957 3.575  0.38
H 1.653 0.437 5.378  0.43
H 0.498 -1.594 6.167  0.37
H -0.679 -3.055 4.522  0.39
H -0.685 -2.486 2.143  0.38
H 2.128 -2.427 1.144  0.46
H 3.265 -4.481 0.460  0.43
H 2.503 -5.729 -1.563  0.40
H 0.612 -4.876 -2.885  0.38
H -1.096 -3.151 -3.298  0.34
H -2.322 -1.167 -2.544  0.52
H -4.255 -1.330 0.253  0.49
H -6.403 -1.568 -1.000  0.25
H -7.883 -0.893 -2.720  0.33
H -7.114 -0.216 -4.159  0.32
H -7.878 0.852 -2.987  0.32
H -5.289 1.725 -3.491  0.36
H -3.147 1.938 -2.245  0.53
Cl -1.228 9.238 1.016  -0.27
C -0.880 7.551 1.313  0.17
C -0.421 7.140 2.543  0.18
Cl -0.171 8.296 3.829  -0.27
C -0.167 5.768 2.762  0.01
Cl 0.436 5.228 4.316  -0.26
C -0.379 4.778 1.788  0.00
O -0.177 3.534 1.998  -0.59
C -0.834 5.220 0.468  0.30
O -0.987 4.367 -0.478  -0.89
C -1.074 6.591 0.297  0.20
Cl -1.628 7.106 -1.286  -0.28

Results
- LUMO energy (eV) = 3.8
- spin multiplicity = 1
- net charge = -2

# 4
DFT (ωB97M-V/def2-TZVPD) results for a structure of composition C40H28N11ORuS.

Each line ends with the Mulliken spin population.
Element x y z (Å)
Ru 0.127 1.147 0.744  2.74
C -1.870 1.694 -5.504  0.07
C -2.983 2.338 -4.933  -0.02
C -3.090 2.510 -3.569  0.07
C -2.055 2.017 -2.771  0.01
C -1.844 2.028 -1.357  0.39
N -2.698 2.596 -0.469  -0.04
C -2.416 2.767 0.779  0.13
C -3.338 3.387 1.744  0.05
C -4.607 3.908 1.589  0.03
C -5.223 4.437 2.718  0.01
C -4.581 4.440 3.956  0.01
C -3.302 3.916 4.103  0.02
C -2.698 3.391 2.978  0.05
C -1.374 2.773 2.783  0.11
N -0.518 2.612 3.741  -0.01
C 0.694 2.034 3.565  0.35
N 1.161 1.397 2.443  -0.16
C 2.452 0.990 2.655  0.27
N 3.282 0.396 1.787  0.01
C 2.967 0.162 0.538  0.07
N 1.791 0.430 -0.106  -0.09
C 1.881 0.014 -1.440  0.00
N 1.091 0.377 -2.435  0.08
C -0.067 0.993 -2.261  0.17
N -0.658 1.382 -1.083  -0.10
C -0.943 1.377 -3.342  0.08
C -0.842 1.209 -4.721  -0.02
C 3.251 -0.480 -1.650  0.05
C 3.898 -0.917 -2.788  -0.03
C 5.224 -1.306 -2.655  0.03
C 5.876 -1.262 -1.421  -0.02
C 5.223 -0.804 -0.284  0.04
C 3.906 -0.406 -0.425  0.02
C 2.822 1.350 4.000  0.08
C 3.998 1.167 4.722  0.01
C 4.036 1.648 6.016  0.05
C 2.930 2.303 6.585  0.01
C 1.763 2.491 5.873  0.05
C 1.717 2.004 4.567  0.05
N -1.251 2.434 1.454  -0.05
H -1.823 1.579 -6.579  0.01
H -3.768 2.706 -5.582  0.00
H -3.941 3.005 -3.123  0.01
H -5.094 3.902 0.623  0.00
H -6.218 4.855 2.638  0.00
H -5.090 4.860 4.814  0.00
H -2.792 3.914 5.056  0.00
H 0.019 0.714 -5.149  0.00
H 3.381 -0.964 -3.735  0.00
H 5.765 -1.661 -3.523  0.00
H 6.908 -1.580 -1.355  0.00
H 5.718 -0.747 0.676  0.00
H 4.845 0.664 4.274  0.01
H 4.934 1.523 6.607  0.00
H 3.000 2.666 7.602  0.00
H 0.908 2.996 6.303  0.01
C -1.493 -5.524 -3.903  0.00
C -0.203 -4.827 -3.583  -0.01
C 0.955 -5.050 -4.315  0.02
C 2.080 -4.354 -3.909  -0.01
N 2.088 -3.529 -2.874  0.02
C 0.925 -3.364 -2.224  0.00
S 0.896 -2.293 -0.854  0.26
N -0.223 -3.981 -2.557  0.01
H -1.435 -6.070 -4.843  0.00
H -2.304 -4.798 -3.957  0.00
H -1.736 -6.229 -3.106  0.00
H 0.976 -5.726 -5.157  0.00
H 3.024 -4.470 -4.434  0.00
C -2.610 -3.467 -0.200  0.00
N -2.078 -2.582 0.829  0.01
C -1.704 -3.135 2.122  0.00
C -1.665 -1.373 0.513  -0.02
O -1.089 -0.626 1.334  0.09
H -2.188 -4.460 -0.062  0.00
H -2.281 -3.133 -1.181  0.00
H -3.698 -3.520 -0.146  0.00
H -2.275 -4.045 2.290  0.00
H -1.919 -2.419 2.911  0.00
H -0.636 -3.364 2.132  0.00
H -1.895 -1.039 -0.501  0.00

Results
- LUMO energy (spin up / spin down) (eV) = -0.9 / -2.2
- spin multiplicity = 6
- net charge = 0

# 5
DFT (ωB97M-V/def2-TZVPD) results for a structure of composition C40H29BrCl2N4O4SY.

Each line ends with the Mulliken charge.
Element x y z (Å)
Y -1.258 -0.018 -1.791  0.84
C 9.393 0.276 7.341  -0.85
O 8.007 0.254 7.662  -0.45
C 7.123 0.257 6.643  0.92
C 7.475 0.279 5.295  -0.36
C 6.482 0.279 4.328  -0.86
C 5.139 0.258 4.678  0.39
C 4.802 0.237 6.033  -0.42
C 5.776 0.237 7.006  -0.86
C 4.123 0.256 3.621  0.24
N 4.360 0.262 2.327  -0.85
C 3.123 0.252 1.740  0.98
C 2.125 0.241 2.674  -0.08
N 2.778 0.241 3.883  -0.11
C 0.738 0.226 2.340  0.20
C -0.319 0.204 3.264  -0.60
C -1.614 0.192 2.821  -1.14
C -1.851 0.201 1.446  -0.19
N -0.873 0.216 0.556  0.17
C 0.416 0.229 0.975  0.36
C 1.469 0.230 -0.037  0.25
N 1.104 0.199 -1.344  0.31
C 2.040 0.183 -2.275  -0.20
C 3.405 0.203 -1.980  -1.03
C 3.792 0.232 -0.667  -0.66
C 2.813 0.242 0.341  0.07
H 9.919 0.274 8.289  0.24
H 9.653 1.178 6.784  0.35
H 9.677 -0.606 6.765  0.35
H 8.511 0.294 4.992  0.40
H 6.746 0.295 3.278  0.46
H 3.765 0.219 6.351  0.25
H 5.524 0.220 8.058  0.42
H 2.362 0.227 4.798  0.17
H -0.109 0.196 4.327  0.44
H -2.447 0.174 3.510  0.46
H -2.861 0.195 1.054  0.48
H 1.696 0.144 -3.303  0.58
H 4.127 0.187 -2.784  0.46
H 4.835 0.241 -0.376  0.59
Cl -1.429 4.796 -7.692  -0.21
C -1.377 3.512 -6.528  0.14
C -1.445 2.185 -6.968  -0.52
C -1.406 1.153 -6.065  0.36
Cl -1.509 -0.483 -6.618  -0.18
C -1.297 1.382 -4.674  -0.34
O -1.266 0.381 -3.839  -0.36
C -1.237 2.731 -4.259  1.16
C -1.139 3.107 -2.867  -0.23
O -1.092 2.348 -1.899  -0.63
C -1.277 3.781 -5.194  -1.09
H -1.530 1.975 -8.026  0.47
H -1.108 4.190 -2.675  0.30
H -1.226 4.807 -4.847  0.42
Br -1.179 -7.013 -1.500  -0.19
C -1.204 -5.126 -1.619  0.17
C -0.321 -4.381 -0.857  -1.00
C -0.366 -2.993 -0.950  -0.33
C -1.257 -2.295 -1.784  1.26
C -2.102 -3.119 -2.545  -0.05
C -2.100 -4.507 -2.475  -0.97
H 0.388 -4.876 -0.207  0.43
H 0.352 -2.449 -0.335  0.18
H -2.797 -2.680 -3.260  0.19
H -2.772 -5.101 -3.080  0.44
C -4.759 -0.375 -3.681  -0.93
S -4.565 -0.845 -1.973  0.63
O -3.538 0.161 -1.431  -0.84
C -6.126 -0.306 -1.349  0.47
C -7.054 -1.284 -1.029  -0.37
C -8.303 -0.890 -0.563  -0.62
C -8.590 0.458 -0.411  -0.44
C -7.638 1.426 -0.718  -0.66
C -6.394 1.048 -1.194  -0.50
H -5.015 0.683 -3.720  0.46
H -5.556 -0.987 -4.105  0.46
H -3.814 -0.575 -4.189  0.17
H -6.807 -2.334 -1.136  0.45
H -9.044 -1.637 -0.312  0.40
H -9.562 0.761 -0.042  0.40
H -7.868 2.475 -0.586  0.40
H -5.636 1.787 -1.425  0.34

Results
- LUMO energy (eV) = -3.1
- spin multiplicity = 1
- net charge = +1

- Look up the net charge of the second one.
  +2